# 1
C32H30N3O7RhSb | wB97M-V/def2-TZVPD

```
74
Properties=species:S:1:pos:R:3:forces:R:3:mulliken_charge:R:1
Rh -0.9004 -0.2298 -1.7886 -1.187 -0.237 -0.473 -0.46
N -1.1413 -2.3265 -1.1360 0.064 0.723 -0.317 -0.02
C -1.4737 -3.1906 -2.2712 0.094 -0.366 -0.095 -0.33
C -2.2522 -2.4135 -3.3009 -0.022 0.091 -0.039 0.31
O -2.7858 -2.9955 -4.2362 0.006 0.003 -0.052 -0.73
N -2.2596 -1.0988 -3.0595 -0.367 1.064 0.591 0.36
C -2.5254 -0.1810 -4.1363 0.936 0.155 -0.455 -0.78
C -1.1291 0.2178 -4.6755 -0.895 -0.082 0.121 0.53
O -1.0380 0.6235 -5.8165 0.582 0.123 0.047 -0.73
O -0.1685 0.0648 -3.8115 1.012 -0.272 0.413 -0.45
H -0.4173 -2.7457 -0.5624 0.089 0.187 0.020 0.23
H -1.9617 -2.1886 -0.5526 0.102 -0.124 0.151 0.11
H -2.0304 -4.0845 -1.9880 -0.002 0.012 0.103 0.39
H -0.5485 -3.5086 -2.7538 0.031 0.008 0.041 0.18
H -2.9966 0.7384 -3.7852 -0.259 -0.132 0.086 0.22
H -3.0714 -0.6212 -4.9655 -0.250 -0.082 0.174 0.44
O -5.3285 3.2407 2.3368 -0.116 0.048 0.040 -0.71
C -5.7597 2.2768 1.6828 0.220 -0.172 -0.207 0.30
O -6.8563 1.6943 1.6594 -0.040 0.067 0.140 -0.73
C -4.7021 1.6595 0.7259 -0.146 0.154 0.190 0.19
C -4.7271 0.2972 0.4397 0.061 -0.014 -0.136 -1.25
C -3.7220 -0.2496 -0.3278 0.061 0.062 0.102 -0.63
N -2.7191 0.4924 -0.8073 0.734 -0.966 0.542 1.16
C -2.7344 1.8107 -0.6119 -0.171 0.206 -0.153 0.31
C -3.7019 2.4349 0.1514 -0.065 -0.252 -0.096 -0.71
C -1.6157 2.5683 -1.2744 -0.195 -0.159 0.288 0.52
O -1.6904 3.7624 -1.4349 0.240 0.153 0.005 -0.69
O -0.5847 1.8191 -1.5594 -0.019 -0.258 -1.129 -0.72
H -5.5333 -0.3138 0.8218 -0.037 0.063 0.004 0.50
H -3.7203 -1.3025 -0.5884 -0.001 0.012 0.011 0.56
H -3.6585 3.5036 0.3061 -0.027 0.000 0.041 0.54
C 2.2990 -2.5081 -2.0360 0.091 -0.026 0.154 -1.27
C 2.7484 -2.5899 -0.5946 -0.026 0.022 -0.025 0.91
C 3.5662 -3.6588 -0.2180 0.026 -0.029 0.002 -0.67
C 4.0726 -3.7666 1.0647 -0.015 0.069 0.010 -0.63
C 3.7621 -2.7978 2.0111 0.001 0.010 -0.001 -1.07
C 2.9347 -1.7448 1.6613 0.012 0.000 -0.019 -0.08
C 2.4232 -1.6262 0.3680 -0.165 -0.064 -0.267 0.47
Sb 1.1366 0.0443 -0.0817 -0.139 -0.091 0.728 1.65
C 2.6331 1.5627 0.0595 -0.174 -0.011 -0.345 0.65
C 3.0597 1.9609 -1.2122 -0.092 0.016 -0.004 -1.11
C 4.0930 2.8672 -1.3687 0.072 0.009 0.020 -0.82
C 4.7121 3.3885 -0.2420 -0.019 -0.057 0.034 -0.66
C 4.2859 3.0013 1.0166 0.004 -0.001 -0.022 -0.54
C 3.2444 2.0892 1.1987 0.050 0.008 0.058 1.17
C 2.8645 1.7513 2.6192 0.076 -0.026 -0.115 -1.38
C 0.0269 -0.0746 1.7567 0.008 0.076 -0.090 1.09
C -0.2340 -1.3647 2.2232 -0.022 0.087 0.001 -0.93
C -1.0537 -1.5771 3.3216 -0.067 -0.009 -0.061 -0.93
C -1.6383 -0.4899 3.9540 0.018 -0.024 -0.003 -0.81
C -1.4009 0.7911 3.4833 -0.021 0.017 -0.034 -0.69
C -0.5806 1.0242 2.3795 0.001 0.004 -0.015 1.38
C -0.4104 2.4379 1.8877 -0.014 -0.146 0.000 -1.22
H 3.0859 -2.0594 -2.6460 -0.047 0.027 -0.035 0.36
H 1.4036 -1.9016 -2.1706 0.015 0.012 -0.069 -0.26
H 2.1072 -3.5049 -2.4356 0.006 0.007 -0.020 0.45
H 3.8114 -4.4144 -0.9564 -0.001 0.005 0.002 0.44
H 4.7099 -4.6007 1.3297 -0.003 -0.012 -0.015 0.39
H 4.1556 -2.8638 3.0176 -0.010 -0.024 0.001 0.45
H 2.6652 -1.0134 2.4135 0.029 -0.014 -0.004 0.37
H 2.5590 1.5736 -2.0943 -0.009 0.027 -0.003 0.40
H 4.4110 3.1644 -2.3592 -0.033 0.004 -0.008 0.45
H 5.5257 4.0959 -0.3413 -0.013 0.011 -0.006 0.37
H 4.7709 3.4105 1.8965 -0.013 0.020 -0.008 0.43
H 2.6318 2.6638 3.1706 -0.027 -0.013 0.012 0.49
H 3.7036 1.2682 3.1247 -0.022 -0.019 0.015 0.49
H 2.0014 1.0952 2.6777 0.006 0.000 0.039 -0.28
H 0.2228 -2.2185 1.7334 0.034 -0.015 0.070 0.38
H -1.2419 -2.5848 3.6709 0.012 0.007 0.013 0.44
H -2.2861 -0.6394 4.8082 -0.007 0.012 -0.009 0.40
H -1.8763 1.6375 3.9653 -0.017 -0.011 -0.010 0.44
H -0.5753 3.1512 2.6943 0.047 0.008 0.001 0.62
H -1.1493 2.6536 1.1182 0.018 0.075 0.063 -0.09
H 0.5726 2.6124 1.4506 -0.003 0.036 0.005 -0.14
```
Forces are in eV/Å.

Output
net charge = -1
LUMO level = 1.3 eV
HOMO = -0.2096 Eh
gap between HOMO and LUMO = 6.98 eV
energy above the lowest of the compared OMol25 structures with the same formula, charge and spin = 2.0624 eV
E = -2279.25388 hartree
F_max = 0.0258 Eh/bohr

***

# 2
C3H6O | wB97M-V/def2-TZVPD

```
10
Properties=species:S:1:pos:R:3:forces:R:3:nbo_charge:R:1
C 0.9948 0.2558 0.1089 1.638 -1.732 0.285 -0.46
C -0.2959 0.4612 0.7500 -0.849 -1.854 0.394 -0.45
C -0.1904 -0.7311 -0.2268 1.675 0.545 2.975 0.10
O -0.7455 -0.6873 -1.4753 -0.170 -0.824 -0.766 -0.71
H 1.2388 1.0580 -0.5682 0.201 -0.346 -0.616 0.22
H 1.9071 -0.1290 0.6768 -1.565 0.547 -0.675 0.22
H -0.4560 0.3039 1.8195 -0.172 0.087 -0.482 0.22
H -0.9001 1.1244 0.2197 -0.961 1.846 0.037 0.19
H -0.2516 -1.7249 0.3415 0.435 1.373 -1.485 0.19
H -1.3012 0.0690 -1.6462 -0.231 0.359 0.335 0.47
```
Forces are in eV/Å.

Output
LUMO level = 1.1 eV
HOMO = -0.3379 Eh
gap between HOMO and LUMO = 10.28 eV
energy above the lowest of the compared OMol25 structures with the same formula, charge and spin = 1.8551 eV
structure (SMILES) = OC1CC1
E = -193.07503 hartree
F_max = 0.0672 Eh/bohr

***

Which of these has the highest LUMO level?
C32H30N3O7RhSb

***

Among the records above, which one has the highest energy above the lowest of the compared OMol25 structures with the same formula, charge and spin?
C32H30N3O7RhSb

***

Please write out number 2 again, unchanged.
C3H6O | wB97M-V/def2-TZVPD

```
10
Properties=species:S:1:pos:R:3:forces:R:3:nbo_charge:R:1
C 0.9948 0.2558 0.1089 1.638 -1.732 0.285 -0.46
C -0.2959 0.4612 0.7500 -0.849 -1.854 0.394 -0.45
C -0.1904 -0.7311 -0.2268 1.675 0.545 2.975 0.10
O -0.7455 -0.6873 -1.4753 -0.170 -0.824 -0.766 -0.71
H 1.2388 1.0580 -0.5682 0.201 -0.346 -0.616 0.22
H 1.9071 -0.1290 0.6768 -1.565 0.547 -0.675 0.22
H -0.4560 0.3039 1.8195 -0.172 0.087 -0.482 0.22
H -0.9001 1.1244 0.2197 -0.961 1.846 0.037 0.19
H -0.2516 -1.7249 0.3415 0.435 1.373 -1.485 0.19
H -1.3012 0.0690 -1.6462 -0.231 0.359 0.335 0.47
```
Forces are in eV/Å.

Output
LUMO level = 1.1 eV
HOMO = -0.3379 Eh
gap between HOMO and LUMO = 10.28 eV
energy above the lowest of the compared OMol25 structures with the same formula, charge and spin = 1.8551 eV
structure (SMILES) = OC1CC1
E = -193.07503 hartree
F_max = 0.0672 Eh/bohr

***

gap between HOMO and LUMO of number 2 (C3H6O)?
10.28 eV